[1]
Below is a cluster of 10 separate species, C48H67ClFN4O31P in total at a distorted geometry, with properties calculated with ωB97M-V/def2-TZVPD.

```
! wB97M-V def2-TZVPD RIJCOSX def2/J DEFGRID3
* xyz 0 1
C -1.38917 -0.48967 2.07624
C -0.55365 0.27185 1.37251
C -0.54045 0.35827 -0.11070
C 0.22760 -0.48803 -0.90702
C 1.09872 -1.57920 -0.33456
Cl 0.14878 -2.84575 0.53342
C 2.22679 -1.03198 0.53509
C 3.44455 -0.70342 -0.31692
C 0.19368 -0.31448 -2.32952
C 0.97406 -1.17071 -3.31064
C 0.04855 -2.15460 -4.01969
C 0.78756 -3.21534 -4.79800
F -0.84114 -2.74008 -3.12145
C -0.57578 0.68591 -2.88723
C -1.35435 1.54307 -2.09847
N -2.09683 2.52722 -2.69639
C -2.79584 3.28256 -1.90410
P -3.70606 4.63478 -2.71944
N -2.95178 5.98648 -2.69132
O -5.11775 4.70166 -2.00434
O -3.95128 4.10668 -4.21408
C -2.80415 3.08758 -0.47905
O -3.57718 3.90930 0.23554
C -4.33333 3.32526 1.30167
C -5.04497 2.04282 0.95774
N -5.98325 2.20378 -0.15374
C -6.45320 0.89405 -0.61273
C -7.81197 0.97612 -1.32050
C -7.83817 0.11108 -2.57243
O -8.13035 2.33032 -1.61296
N -2.08988 2.17944 0.10113
C -1.33536 1.37313 -0.70603
H -1.10155 -0.90934 3.02930
H -2.37400 -0.72639 1.69445
H 0.13971 0.91391 1.90384
H 1.56472 -2.12659 -1.13422
H 2.47197 -1.74096 1.31523
H 1.92009 -0.11434 1.02775
H 4.14652 -0.13356 0.28342
H 3.95455 -1.60968 -0.63654
H 3.17846 -0.08369 -1.17034
H 1.35705 -0.50466 -4.07926
H 1.78043 -1.72180 -2.84851
H -0.54376 -1.56702 -4.72474
H 1.60191 -3.61380 -4.19653
H 0.12074 -4.01432 -5.10252
H 1.23857 -2.74752 -5.66931
H -0.58243 0.83459 -3.95814
H -2.72708 6.32300 -3.61827
H -5.53137 5.52489 -2.29947
H -4.29438 3.20348 -4.20127
H -3.72650 3.16855 2.19219
H -5.07145 4.08124 1.55426
H -4.36468 1.22530 0.74015
H -5.57572 1.74320 1.87129
H -6.80180 2.66297 0.22752
H -6.60268 0.25331 0.26569
H -5.70132 0.40965 -1.23250
H -8.56749 0.54885 -0.65576
H -8.63074 0.44768 -3.24247
H -8.05408 -0.92696 -2.34150
H -6.90573 0.16870 -3.12842
H -8.91053 2.31538 -2.17171
C 3.62319 3.75278 -1.52019
C 4.40518 3.92330 -2.80609
O 5.57703 3.13389 -2.55154
C 5.26993 2.21239 -1.61139
O 5.98518 1.30698 -1.31382
O 4.06433 2.45704 -1.07057
H 2.54640 3.75929 -1.66458
H 3.88890 4.49657 -0.76854
H 3.88513 3.50821 -3.67159
H 4.66660 4.95638 -3.00666
C 8.64398 2.24740 -3.28519
C 9.21883 1.39288 -2.17501
O 9.96863 0.41449 -2.90866
C 10.28702 0.93479 -4.11598
O 11.04096 0.44107 -4.88839
O 9.62327 2.09677 -4.32288
H 8.53534 3.29286 -3.01163
H 7.68614 1.87111 -3.64193
H 9.90370 1.94834 -1.53123
H 8.45546 0.91985 -1.56565
C 5.36768 -4.72278 1.01215
C 5.26974 -5.47967 2.32351
O 4.78498 -4.47159 3.21748
C 4.14756 -3.52685 2.49019
O 3.49438 -2.64687 2.94833
O 4.35463 -3.72318 1.16805
H 5.16330 -5.33780 0.14047
H 6.33147 -4.22801 0.88473
H 4.54247 -6.29217 2.28293
H 6.22193 -5.86928 2.67151
C -3.54853 -3.87400 -4.07326
C -3.78796 -5.35818 -4.27231
O -5.12575 -5.51648 -3.78474
C -5.75116 -4.32502 -3.87173
O -6.91849 -4.16400 -3.70270
O -4.87932 -3.34229 -4.17662
H -2.90191 -3.43598 -4.82734
H -3.15097 -3.64086 -3.08709
H -3.76267 -5.65036 -5.32344
H -3.10042 -5.98463 -3.71162
C 5.96953 8.17198 -3.25608
C 6.72713 9.00092 -2.23544
O 6.00964 8.72286 -1.02686
C 5.38374 7.53731 -1.16379
O 4.84366 6.94008 -0.29224
O 5.45405 7.10530 -2.44838
H 6.60065 7.77936 -4.04830
H 5.13207 8.71258 -3.69871
H 7.75970 8.67142 -2.11294
H 6.71454 10.06579 -2.44783
C 0.90296 -3.47716 4.79168
C 0.41390 -4.81761 4.28621
O -0.97908 -4.78565 4.63054
C -1.35977 -3.49071 4.73585
O -2.48542 -3.12453 4.84417
O -0.28659 -2.67262 4.69627
H 1.70005 -3.06080 4.18778
H 1.21995 -3.51001 5.83140
H 0.50507 -4.91353 3.20188
H 0.90496 -5.66258 4.76169
C 0.75638 0.95258 6.95506
C 0.75723 0.13854 8.23394
O 1.31060 -1.11071 7.79839
C 2.04795 -0.88099 6.68640
O 2.75868 -1.68458 6.17559
O 1.85338 0.37494 6.23374
H 0.92426 2.01326 7.11766
H -0.15647 0.81894 6.37293
H 1.40546 0.56064 9.00170
H -0.23554 -0.00679 8.64993
C 3.21423 -1.11963 11.25396
C 3.09099 -1.88043 12.56024
O 2.52321 -0.89682 13.43148
C 1.87339 0.02047 12.67861
O 1.16064 0.86682 13.10186
O 2.15224 -0.16463 11.36322
H 3.07521 -1.74288 10.37428
H 4.16071 -0.58359 11.16840
H 2.40286 -2.72397 12.48825
H 4.04350 -2.22830 12.94950
C -9.05913 -3.84042 -5.86798
C -10.53893 -3.76284 -5.54982
O -11.06804 -3.12006 -6.71477
C -10.21712 -3.33937 -7.74691
O -10.45206 -3.08086 -8.88063
O -9.06608 -3.89285 -7.30239
H -8.57410 -4.71633 -5.45299
H -8.51543 -2.95152 -5.54894
H -10.99808 -4.74810 -5.45304
H -10.75805 -3.17960 -4.65983
*
```

Properties
- relative energy (zero: lowest compared OMol25 entry of this formula, charge and spin) (kcal per mole) = 0.0
- HOMO energy (hartree) = -0.3149
- SMILES = C=Cc1c([C@H](Cl)CC)c(C[C@@H](C)F)cc2nc(P(=N)(O)O)c(OCCNC[C@H](C)O)nc12.O=C1OCCO1.O=C1OCCO1.O=C1OCCO1.O=C1OCCO1.O=C1OCCO1.O=C1OCCO1.O=C1OCCO1.O=C1OCCO1.O=C1OCCO1
- F_max (Eh/bohr) = 0.0274
- E (eV) = -144825.425

=====

[2]
Below is a structure of composition C48H68CsN4P3Si2 at a distorted geometry, with properties calculated with ωB97M-V/def2-TZVPD.

```
! wB97M-V def2-TZVPD RIJCOSX def2/J DEFGRID3
* xyz -2 1
Cs -0.09340 0.38045 -1.48860
C 1.19383 1.27123 4.41359
Si -0.22592 1.65131 3.19450
C -1.76050 1.80572 4.32501
C 0.10990 3.41202 2.55349
N -0.29405 0.65065 1.83398
P -0.89588 -0.84122 1.75662
C -0.28053 -1.60852 0.40063
P -0.96309 -2.78801 -0.57942
N -0.53733 -2.52752 -2.10217
Si -0.64529 -3.60573 -3.40088
C -2.19078 -4.71496 -3.53948
C 0.84020 -4.79424 -3.53313
C -0.57583 -2.59530 -5.00614
C -2.77011 -3.07470 -0.55002
C -3.44030 -3.93373 0.31658
C -4.81288 -4.10510 0.21414
C -5.54717 -3.37595 -0.70739
C -4.89899 -2.46757 -1.53467
C -3.52277 -2.33226 -1.46404
C -0.29483 -4.47007 -0.17672
C 1.08496 -4.42941 0.06767
C 1.80923 -5.58411 0.30444
C 1.16519 -6.81735 0.30650
C -0.19601 -6.87464 0.05663
C -0.92061 -5.71279 -0.19113
C -0.37412 -1.65387 3.34136
C -1.04580 -1.74872 4.55720
C -0.41227 -2.27828 5.67678
C 0.90263 -2.71099 5.60396
C 1.58875 -2.61763 4.39775
C 0.95313 -2.09803 3.28366
C -2.71505 -0.67623 1.94394
C -3.24556 0.42659 1.27065
C -4.60321 0.68964 1.26482
C -5.46451 -0.14175 1.97079
C -4.95354 -1.24487 2.63539
C -3.59440 -1.53026 2.60011
H 1.41571 2.12762 5.05943
H 2.10579 1.00751 3.86889
H 0.94277 0.41979 5.05136
H -1.71252 2.69124 4.96605
H -1.83992 0.92986 4.97229
H -2.68060 1.85981 3.73555
H 0.34963 4.08441 3.38510
H -0.76149 3.81490 2.02907
H 0.94870 3.41654 1.85145
H -2.24985 -5.39882 -2.68837
H -2.18266 -5.31295 -4.45508
H -3.10200 -4.11089 -3.53279
H 0.81337 -5.57251 -2.76447
H 1.76714 -4.22994 -3.39748
H 0.87796 -5.27720 -4.51487
H -1.34136 -1.81621 -5.03207
H -0.71366 -3.24294 -5.87894
H 0.39695 -2.10558 -5.10001
H -2.87828 -4.49391 1.05478
H -5.31711 -4.80749 0.87007
H -6.61925 -3.51749 -0.78309
H -5.46717 -1.88376 -2.24964
H -2.98973 -1.67751 -2.14437
H 1.55209 -3.44963 0.07312
H 2.87787 -5.53322 0.48494
H 1.72183 -7.72705 0.50229
H -0.70117 -7.83488 0.04589
H -1.97872 -5.78850 -0.40910
H -2.06482 -1.39601 4.64658
H -0.95005 -2.33996 6.61733
H 1.39027 -3.11801 6.48294
H 2.62252 -2.93961 4.33312
H 1.46059 -2.02081 2.32698
H -2.53581 1.08989 0.79592
H -4.99011 1.55094 0.73232
H -6.52628 0.07379 2.00560
H -5.62479 -1.90165 3.17876
H -3.22016 -2.41389 3.10108
N 4.36539 1.40546 1.24862
C 3.63836 1.16354 0.11004
N 3.51988 -0.10042 -0.15689
C 4.17726 -0.75673 0.86005
C 4.33344 -2.12188 1.09166
C 5.07446 -2.50328 2.19520
C 5.64137 -1.56540 3.06397
C 5.46812 -0.20292 2.87110
C 4.72195 0.17835 1.76386
H 4.49653 2.29912 1.68579
H 3.20582 1.96101 -0.47894
H 3.86655 -2.84310 0.43387
H 5.21473 -3.55706 2.40494
H 6.22002 -1.90124 3.91560
H 5.88501 0.51774 3.56346
C 3.11843 6.29656 -2.44109
C 2.81447 5.06347 -1.58624
C 3.05631 5.34355 -0.10038
P 1.17686 4.14068 -1.75614
C -0.12111 5.28314 -1.04635
C -1.48195 4.62699 -1.30214
C -0.15206 6.76914 -1.40339
C 0.87639 4.00735 -3.57244
C 0.49195 5.23160 -4.39810
C 2.06795 3.27456 -4.19333
H 4.05500 6.75487 -2.10236
H 2.33486 7.04891 -2.38239
H 3.24758 6.01800 -3.48671
H 3.52552 4.28577 -1.89283
H 2.41712 6.15139 0.26321
H 4.09786 5.63311 0.07487
H 2.84170 4.45498 0.49930
H 0.07587 5.20883 0.03072
H -1.75461 4.67161 -2.35813
H -2.25670 5.13383 -0.71924
H -1.46529 3.57414 -1.01718
H -0.28687 6.92907 -2.47226
H 0.75484 7.28383 -1.08510
H -0.99419 7.23940 -0.88441
H 0.00843 3.28963 -3.62993
H 1.21488 6.04974 -4.33182
H -0.49200 5.60563 -4.11367
H 0.42344 4.92740 -5.44728
H 2.92467 3.93999 -4.35130
H 1.77206 2.86218 -5.16108
H 2.38806 2.44206 -3.55977
C -1.68454 2.13724 -4.27581
H -2.46660 1.48857 -3.84582
H -1.35976 1.67258 -5.22192
H -2.16620 3.09732 -4.53888
*
```

Properties
- relative energy (zero: lowest compared OMol25 entry of this formula, charge and spin) (kcal per mole) = 35.8
- HOMO energy (hartree) = -0.0144
- F_max (Eh/bohr) = 0.0476
- E (eV) = -101012.178

=====

[3]
Below is a structure of composition C48H68N2P2W at a distorted geometry, with properties calculated with ωB97M-V/def2-TZVPD.

```
! wB97M-V def2-TZVPD RIJCOSX def2/J DEFGRID3
* xyz 0 3
W -0.63630 -0.77860 0.90060
C -5.21340 1.58600 0.48970
C -4.01280 1.03450 1.24630
C -3.73740 1.77310 2.55320
P -2.38740 0.80490 0.36190
C -2.70890 0.55410 -1.46390
C -1.46300 -0.16920 -2.00850
C -3.02120 1.81290 -2.26570
C -1.57040 2.41770 0.46160
C -2.18070 3.66420 0.46320
C -1.44300 4.83130 0.59760
C -2.11830 6.17000 0.54060
C -0.06320 4.72720 0.73970
C 0.56240 3.49830 0.69840
C -0.17390 2.31770 0.53960
N 0.46610 1.09080 0.42920
C 1.39130 1.02610 -0.55660
C 1.30220 1.89530 -1.67330
C 2.27050 1.96390 -2.63530
C 3.41380 1.17320 -2.53700
C 4.52730 1.28550 -3.53380
C 3.49220 0.27640 -1.48830
C 2.49930 0.13540 -0.52060
P 2.72840 -0.93660 0.92490
C 4.46210 -1.71230 0.76740
C 4.78270 -2.40000 -0.57240
C 5.61490 -0.77010 1.11820
C 2.81980 0.29700 2.32980
C 3.25070 -0.30620 3.66360
C 3.62600 1.55700 2.02630
H -6.08240 1.54040 1.14560
H -5.42600 0.97720 -0.38620
H -5.07890 2.61990 0.18250
H -4.26110 -0.00010 1.50760
H -3.67690 2.84880 2.41060
H -2.78760 1.42970 2.96020
H -4.52710 1.56540 3.27290
H -3.56260 -0.13550 -1.51030
H -0.71560 0.55070 -2.34600
H -1.71820 -0.81210 -2.85280
H -0.99980 -0.80270 -1.20690
H -2.20070 2.52780 -2.19850
H -3.92450 2.29240 -1.89730
H -3.17190 1.55560 -3.31390
H -3.25050 3.74270 0.33540
H -3.10070 6.12590 1.00730
H -2.25250 6.48000 -0.49750
H -1.52140 6.92900 1.04260
H 0.53090 5.62210 0.86980
H 1.63930 3.43890 0.75980
H 0.44560 2.55200 -1.74180
H 2.15400 2.65250 -3.45910
H 4.47050 2.23290 -4.06330
H 4.47760 0.48140 -4.26830
H 5.49430 1.22070 -3.04050
H 4.38690 -0.31120 -1.42730
H 4.42830 -2.49380 1.53320
H 5.54940 -1.84750 -1.11240
H 3.90960 -2.49270 -1.21050
H 5.17590 -3.39870 -0.39290
H 6.55440 -1.25070 0.84850
H 5.65760 -0.55230 2.17960
H 5.54270 0.16080 0.56620
H 1.75800 0.57670 2.41590
H 4.28830 -0.62760 3.64740
H 2.63930 -1.16380 3.93240
H 3.14740 0.44260 4.44600
H 4.67320 1.43380 2.28630
H 3.23990 2.38850 2.61380
H 3.55850 1.82270 0.97130
C 0.37690 0.10020 6.00140
C -1.00620 -0.17680 5.39240
C -1.92050 1.03670 5.61600
C -1.61710 -1.43110 6.03360
C -0.86010 -0.42860 3.96680
N -0.78560 -0.61310 2.81490
H 0.28480 0.27210 7.07260
H 0.82130 0.98190 5.54420
H 1.03860 -0.74830 5.84060
H -1.99740 1.26090 6.67700
H -2.91700 0.83650 5.23490
H -1.52730 1.91000 5.09930
H -1.69600 -1.30280 7.11050
H -0.99220 -2.29650 5.82350
H -2.60980 -1.62000 5.63280
C -2.08590 -2.54550 0.62810
C -3.50080 -2.34560 0.30530
C -4.45690 -2.15210 1.31310
C -5.78940 -1.93900 1.01090
C -6.21900 -1.92470 -0.30770
C -5.30020 -2.17380 -1.31650
C -3.96890 -2.39110 -1.01500
H -1.65280 -3.16340 -0.17120
H -2.02490 -3.08850 1.57730
H -4.13400 -2.18080 2.34670
H -6.50370 -1.77030 1.80640
H -7.25730 -1.73740 -0.54440
H -5.62480 -2.18880 -2.34860
H -3.26870 -2.60860 -1.81170
C 0.34830 -4.35230 1.57720
C 1.64160 -3.52770 1.45040
C 2.42290 -3.88280 2.72940
C 1.34250 -1.99590 1.43110
C 2.26260 -4.02320 0.16510
C 1.74040 -3.55610 -1.04020
C 2.17240 -4.06310 -2.25070
C 3.13130 -5.06180 -2.28600
C 3.65050 -5.54400 -1.09910
C 3.22050 -5.02930 0.11420
H -0.24190 -3.98840 2.41410
H 0.60560 -5.39710 1.75220
H -0.23740 -4.30540 0.66860
H 1.81660 -3.58840 3.58440
H 3.38210 -3.37960 2.81910
H 2.57890 -4.95630 2.80810
H 1.31860 -1.74060 2.50230
H 0.98490 -2.77730 -1.02220
H 1.76350 -3.67690 -3.17260
H 3.47900 -5.45520 -3.23010
H 4.39960 -6.32440 -1.11580
H 3.65930 -5.41110 1.02260
*
```

Properties
- HOMO energy (spin up / spin down) (hartree) = -0.1987 / -0.1931
- F_max (Eh/bohr) = 0.0259
- E (eV) = -74260.921